# 1
{
  "formula": "C5H12N2O2",
  "method": "wB97M-V/def2-TZVPD",
  "spin_multiplicity": 1,
  "smiles": "CCC(C)=O.N/C=N/O",
  "elements": ["C", "C", "C", "C", "O", "H", "H", "H", "H", "H", "H", "H", "H", "N", "C", "O", "N", "H", "H", "H", "H"],
  "coordinates": [[-0.902, 0.596, -1.109], [0.076, 1.988, 0.778], [-1.957, -0.442, -1.467], [-0.785, 0.818, 0.383], [-1.310, 0.093, 1.195], [0.081, 0.263, -1.451], [-1.117, 1.548, -1.598], [1.112, 1.751, 0.537], [-0.004, 2.174, 1.846], [-0.202, 2.881, 0.225], [-1.977, -0.611, -2.540], [-2.941, -0.108, -1.146], [-1.742, -1.383, -0.967], [0.537, -2.241, 1.187], [1.380, -1.190, 1.030], [2.847, 0.140, -0.042], [1.952, -0.958, -0.083], [3.327, 0.072, -0.877], [0.263, -2.691, 0.326], [-0.210, -2.103, 1.849], [1.572, -0.596, 1.923]]
}

---

# 2
{
  "formula": "C2H6I2N3",
  "method": "wB97M-V/def2-TZVPD",
  "spin_multiplicity": 1,
  "smiles": "[H]/N=C(/CI)N([NH3+])I",
  "total_charge": 1,
  "elements": ["C", "C", "N", "N", "N", "I", "I", "H", "H", "H", "H", "H", "H"],
  "coordinates": [[-0.047, -0.138, -0.888], [-1.290, -0.889, -0.859], [0.425, 0.434, -1.868], [0.913, -0.259, 0.473], [0.515, 0.594, 1.552], [-2.922, 0.202, 0.043], [2.891, -0.201, 0.023], [-1.190, -1.763, -0.231], [-1.778, -0.956, -1.857], [1.266, 0.906, -1.923], [1.337, 1.177, 1.782], [0.271, -0.074, 2.401], [-0.392, 0.966, 1.351]]
}

---

| no. | Kohn-Sham gap (eV) | LUMO (eV) | E_tot (eV) |
| --- | --- | --- | --- |
| 1 | 9.671 | 0.953 | -12453.414 |
| 2 | 8.809 | -4.729 | -22832.653 |